The following is a quantum chemistry calculation of an isolated molecule of C8H12NOP in a non-equilibrium geometry, from OMol25.

Output
LUMO (alpha / beta) ... -0.382 / -0.235 eV
Multiplicity ... 1
Frontier orbital gap (alpha / beta) ... 6.57 / 6.99 eV
HOMO (alpha / beta) ... -6.95 / -7.22 eV

Last column: natural (NBO) charge in e.
Cartesian coordinates (Å):
C 0.89971 2.48031 0.13517  -0.34
C 2.25292 2.10560 -0.01237  -0.59
C -0.13913 1.62418 0.00265  0.13
C 1.69120 -0.74010 -0.58443  -0.75
C 1.34803 -1.90006 -0.05334  0.45
C -1.70088 0.01744 1.02618  -0.61
C -1.71582 0.46165 -1.49558  -0.60
C -1.03029 0.69157 -0.13610  -0.03
N 1.95988 -2.56860 0.92545  -0.84
O 0.58750 -2.75357 -0.80187  -0.69
P 2.71662 0.48276 -0.04024  0.89
H 0.77083 3.43902 0.53154  0.22
H 3.14947 2.69501 0.16737  0.24
H -1.91413 -0.98890 0.93521  0.22
H -2.69406 0.59183 1.10046  0.21
H -1.21525 0.07365 1.89858  0.21
H -1.45387 -0.54458 -1.78499  0.20
H -1.23910 0.96588 -2.20442  0.22
H -2.72299 0.65788 -1.55157  0.21
H 0.31924 -2.23337 -1.55017  0.49
H 2.63230 -1.93892 1.47426  0.41
H 1.95335 -3.61911 0.96190  0.42
H 3.72594 0.62341 -0.86531  -0.05

Atoms 1-2, force components in eV/Å:
-0.478 -1.335 0.330
0.095 -0.752 0.386

***

The following is a quantum chemistry calculation of a cluster of 2 separate species, C3H6O3 in total in a non-equilibrium geometry, from OMol25.

Output
LUMO ... 0.757 eV
Multiplicity ... 1
Frontier orbital gap ... 9.94 eV
HOMO ... -9.19 eV

Last column: natural (NBO) charge in e.
Cartesian coordinates (Å):
C 1.82088 -0.90219 -1.82587  -0.53
C 1.01830 -1.35245 -2.76750  0.15
O 0.43213 -2.59504 -2.71870  -0.69
H 2.44239 -0.02252 -1.84726  0.21
H 2.11774 -1.45477 -0.93603  0.19
H 0.56918 -0.82823 -3.60203  0.19
H 1.00221 -3.22066 -2.26324  0.48
O -1.17120 1.56842 1.26433  -0.56
C -1.48028 1.50099 2.41362  0.65
O -0.68872 1.86300 3.44927  -0.70
H -2.44140 1.12968 2.79099  0.11
H 0.22893 1.72615 3.20028  0.49

Atoms 1-2, force components in eV/Å:
1.394 0.253 0.663
-0.923 -0.708 0.290

***

The following is a quantum chemistry calculation of an isolated molecule of C3H5N3 in a non-equilibrium geometry, from OMol25.

Output
LUMO ... 0.660 eV
Multiplicity ... 1
Frontier orbital gap ... 10.58 eV
HOMO ... -9.92 eV

Last column: natural (NBO) charge in e.
Cartesian coordinates (Å):
C 0.34452 -0.97126 1.01819  -0.44
C -1.24742 0.40825 -0.57269  0.15
C 0.92330 0.61946 -0.87352  0.18
H 1.09923 -1.81174 0.72811  0.23
H -0.54813 -1.45300 1.52719  0.23
H 0.53516 -0.31855 1.94752  0.21
H -2.35671 0.01748 -0.42868  0.24
H 1.81115 0.52664 -0.53884  0.18
N 0.04930 -0.09361 -0.10497  -0.42
N -1.06850 1.44546 -1.28379  -0.30
N 0.45810 1.63088 -1.41851  -0.27

Atoms 1-2, force components in eV/Å:
-0.126 -0.593 1.721
0.100 -0.929 1.335

***

The following is a quantum chemistry calculation of a cluster of 14 separate species, C4H37N3O14 in total in a non-equilibrium geometry, from OMol25.

Output
LUMO ... -0.186 eV
Multiplicity ... 1
Frontier orbital gap ... 8.96 eV
HOMO ... -9.15 eV

Last column: natural (NBO) charge in e.
Cartesian coordinates (Å):
N 1.35162 1.48375 -0.90702  -0.82
C 0.28979 1.21359 0.05686  -0.17
C -0.34876 -0.22208 0.02949  -0.43
C 0.35065 -1.30516 -0.82977  -0.23
N -0.50556 -2.10914 -1.75121  -0.87
C 0.87623 1.40553 1.44811  0.70
N 0.96521 2.72379 1.77157  -0.82
O 1.16977 0.58557 2.30673  -0.70
H 1.00389 1.68758 -1.84695  0.36
H 1.96208 0.68725 -0.92270  0.37
H -0.53596 1.88323 -0.26332  0.25
H -0.56688 -0.47896 1.07336  0.20
H -1.39890 -0.28899 -0.40357  0.20
H 1.16520 -0.80094 -1.36697  0.20
H 0.79897 -2.04536 -0.12327  0.18
H -0.54528 -3.04198 -1.38904  0.36
H -1.45881 -1.72671 -1.87715  0.36
H 1.27146 3.08096 2.67536  0.39
H 1.02230 3.45026 1.04939  0.42
H 4.03048 -2.02825 -0.55357  0.49
H 4.08387 -1.42113 -1.97210  0.48
O 3.93151 -1.19015 -1.05266  -0.99
H -0.07656 0.00618 -4.40444  0.50
H 0.88745 0.79984 -3.51377  0.46
O 0.83175 0.30737 -4.33294  -0.96
H -2.51469 0.82473 3.79617  0.49
H -1.87511 1.92060 3.00653  0.48
O -2.71244 1.43714 3.04593  -0.96
H -1.58671 -3.46712 1.77633  0.47
H -0.63368 -2.52316 2.35235  0.48
O -0.85317 -2.89804 1.48329  -0.95
H -4.28745 -1.10137 -1.61290  0.48
H -3.23312 -0.72562 -0.68826  0.51
O -3.60445 -0.41822 -1.58329  -1.01
H -3.23247 1.84953 -1.02279  0.48
H -4.20495 2.30621 0.01940  0.48
O -3.26358 2.36875 -0.21157  -0.96
H 3.09444 -0.30614 2.31285  0.47
H 2.38823 -0.13735 3.62707  0.47
O 3.11449 -0.61682 3.22234  -0.94
H -0.92329 -0.30291 2.99005  0.48
H 0.12648 -0.84633 4.03824  0.50
O -0.79894 -0.62206 3.88600  -0.97
H -3.02956 -1.04106 1.46564  0.48
H -3.31622 0.46909 1.46383  0.52
O -3.53987 -0.36455 1.00823  -0.98
H -0.83764 3.71214 -1.17070  0.50
H 0.59441 4.52915 -0.98471  0.50
O 0.08104 3.71820 -0.86176  -0.98
H 2.73951 -2.40113 0.64753  0.47
H 2.41278 -3.61715 0.12972  0.47
O 3.21313 -3.24842 0.54248  -0.92
H 1.40180 -2.24885 -3.35933  0.49
H 2.36438 -1.12615 -3.46234  0.48
O 2.34886 -2.07994 -3.24534  -0.97
H -2.30778 0.44572 -2.93900  0.51
H -1.58168 1.75668 -3.38146  0.47
O -1.52445 0.79742 -3.38409  -0.98

Atoms 1-2, force components in eV/Å:
0.208 -0.105 0.168
-0.982 -1.818 -1.590

***

The following is a quantum chemistry calculation of a structure of composition C2H8NOP in a non-equilibrium geometry, from OMol25.

Output
LUMO ... -0.627 eV
Multiplicity ... 1
Frontier orbital gap ... 7.21 eV
HOMO ... -7.83 eV

Last column: natural (NBO) charge in e.
Cartesian coordinates (Å):
C 0.14671 0.14453 0.90691  -0.46
C -1.76626 -0.81625 -0.12500  0.05
N -0.54236 -0.46242 -0.15819  -0.48
O 1.76450 -0.45546 -1.42574  -1.15
P 0.60464 -1.29211 -1.38089  1.13
H 0.09247 -0.49059 1.94442  0.22
H 1.19315 0.10131 0.64751  0.27
H -0.30696 1.12641 1.07081  0.22
H -2.46859 -0.63199 0.76784  0.19
H 1.37803 2.78059 -0.30966  0.00
H -2.28132 -1.28026 -0.99101  0.21
H 0.85840 -2.20078 -0.21920  -0.20
H 1.32760 3.47702 -0.72779  0.00

Atoms 1-2, force components in eV/Å:
-0.041 -0.677 3.860
-1.440 0.717 0.670

***

The following is a quantum chemistry calculation of a structure of composition C22H50B2F8MnN7O5 in a non-equilibrium geometry, from OMol25.

Output
Expectation value of S² ... 8.75
LUMO (alpha / beta) ... -7.373 / -7.654 eV
Multiplicity ... 6
Frontier orbital gap (alpha / beta) ... 8.59 / 8.31 eV
HOMO (alpha / beta) ... -15.97 / -15.97 eV
Net charge ... +3

Last column: Mulliken spin population.
Cartesian coordinates (Å):
Mn 2.18844 -3.28680 2.05205  4.90
N -0.05210 -1.17667 0.77343  0.00
O 0.77076 -0.27191 0.69036  0.01
O -1.24085 -1.02599 0.73214  0.00
O 0.48507 -2.25466 0.97396  -0.03
C 5.63661 4.75761 -0.89056  0.00
C 5.56194 3.79060 -1.96837  0.00
N 4.86002 2.57879 -1.63089  0.00
C 3.56248 2.49102 -1.17426  0.00
C 3.33245 1.10440 -0.96439  0.00
N 4.58220 0.50322 -1.01934  0.00
C 5.51851 1.40598 -1.43925  0.00
C 4.74049 -0.90706 -0.88848  0.00
H 4.65871 4.94960 -0.44903  0.00
H 5.92317 5.76851 -1.18050  0.00
H 6.35020 4.50628 -0.10588  0.00
H 6.49250 3.59410 -2.50086  0.00
H 5.06625 4.32117 -2.78131  0.00
H 2.92632 3.34192 -0.98022  0.00
H 2.42707 0.53054 -0.83250  0.00
H 6.51152 1.13238 -1.76401  0.00
H 3.92403 -1.46047 -1.35239  0.00
H 4.91565 -1.08435 0.17266  0.00
H 5.56321 -1.17746 -1.55038  0.00
C -3.36069 -3.87951 1.10076  0.00
C -3.72106 -4.72454 -0.18005  0.00
N -2.83816 -4.32430 -1.30471  0.00
C -3.09358 -4.60291 -2.65059  0.00
C -1.98551 -4.28071 -3.43790  0.00
N -1.00890 -3.70564 -2.63231  0.00
C -1.56015 -3.70105 -1.37929  0.00
C 0.26554 -3.01345 -2.97989  0.00
H -4.22422 -3.89144 1.76578  0.00
H -3.14426 -2.84176 0.84706  0.00
H -2.57257 -4.31167 1.71735  0.00
H -4.69095 -4.62780 -0.66794  0.00
H -3.52550 -5.77604 0.03016  0.00
H -4.04403 -5.02679 -2.93934  0.00
H -1.73989 -4.47495 -4.47151  0.00
H -1.17925 -3.08525 -0.57796  0.00
H 0.19587 -1.92591 -2.95782  0.00
H 0.55343 -3.36854 -3.96940  0.00
H 1.06078 -3.33212 -2.30599  0.00
C -3.19738 0.66874 3.26966  0.00
N -1.82013 0.74607 4.03776  0.00
C -0.96497 1.77934 3.16003  0.00
C -1.99312 1.53901 5.28958  0.00
C -1.10090 -0.64550 4.25462  0.00
C -1.82507 -1.54248 5.34465  0.00
O -3.00838 -1.90039 4.79469  0.00
H -3.57853 1.67980 3.12619  0.00
H -3.82395 0.04965 3.91170  0.00
H -2.94663 0.03496 2.41904  0.00
H 0.03709 1.98763 3.53500  0.00
H -1.70553 2.57914 3.16044  0.00
H -0.78966 1.28578 2.20412  0.00
H -1.03431 1.62483 5.80088  0.00
H -2.68558 1.00885 5.94344  0.00
H -2.42492 2.52415 5.11307  0.00
H -0.22840 -0.34279 4.83359  0.00
H -0.94332 -1.00644 3.23826  0.00
H -1.96392 -1.21345 6.37448  0.00
H -1.23613 -2.45687 5.41639  0.00
H -3.42147 -2.57299 5.34112  0.00
C -3.06034 4.79772 -4.12868  0.00
N -1.89175 4.39794 -3.18572  0.00
C -0.77879 3.75972 -4.12585  0.00
C -1.39729 5.69368 -2.52331  0.00
C -2.58483 3.44785 -2.16799  0.00
C -1.67014 2.96339 -0.88385  0.00
O -0.61143 2.08046 -1.31430  0.00
H -3.86508 5.26755 -3.56323  0.00
H -3.44713 3.94167 -4.68158  0.00
H -2.61896 5.52916 -4.80564  0.00
H -1.30446 3.07738 -4.79381  0.00
H 0.07897 3.36966 -3.57795  0.00
H -0.45897 4.61586 -4.71986  0.00
H -2.10156 6.22625 -1.88420  0.00
H -1.26962 6.48195 -3.26523  0.00
H -0.51574 5.46531 -1.92431  0.00
H -2.70988 2.55122 -2.77504  0.00
H -3.59324 3.74757 -1.88273  0.00
H -2.32548 2.33545 -0.28025  0.00
H -1.31634 3.73578 -0.20097  0.00
H -0.40365 1.36298 -0.71126  0.00
B 0.72544 -5.29165 2.02665  -0.03
F 2.06448 -5.58396 1.98097  0.03
F 0.48917 -4.19209 2.79768  0.04
F 0.29272 -4.97703 0.75845  0.01
F 0.06425 -6.44260 2.52593  0.00
B 4.15803 -4.33931 0.33279  0.01
F 5.20485 -3.54748 -0.19875  0.00
F 4.15879 -5.64345 -0.17075  0.00
F 4.32285 -4.25751 1.69252  0.01
F 2.92880 -3.63688 0.15317  0.04

Atoms 1-2, force components in eV/Å:
0.430 -0.720 -1.271
2.653 0.988 0.703